{"formula": "C4H7Cl2Ni2O8P", "method": "ωB97M-V with the def2-TZVPD basis set", "symbols": ["Ni", "Ni", "P", "O", "O", "O", "O", "C", "O", "H", "H", "H", "C", "O", "O", "O", "Cl", "C", "C", "Cl", "H", "H", "H", "H"], "xyz": [[8.453, 11.560, -9.031], [8.235, 14.145, -10.560], [6.137, 12.451, -9.714], [6.702, 10.979, -9.629], [6.489, 13.228, -11.028], [7.394, 13.165, -8.921], [4.980, 12.965, -8.928], [7.972, 17.126, -10.110], [7.512, 15.861, -9.882], [7.382, 17.670, -10.887], [7.919, 17.725, -9.176], [9.031, 17.156, -10.451], [10.341, 12.867, -9.838], [10.418, 12.181, -8.703], [9.437, 12.376, -10.651], [10.196, 14.165, -9.739], [10.666, 16.620, -14.769], [9.120, 15.928, -15.318], [8.955, 14.523, -14.846], [8.651, 14.438, -13.098], [9.109, 16.001, -16.405], [8.294, 16.534, -14.951], [9.828, 13.907, -15.061], [8.122, 14.006, -15.323]], "lumo_ev": [4.301, 4.300], "spin_multiplicity": 5, "e_homo_ev": [-1.03, -0.95], "relative_energy_kj_mol": 0.0, "homo_lumo_gap_ev": [5.34, 5.25], "s2": 6.013, "total_charge": -2}

{"formula": "C21H12IN5O2Yb", "method": "ωB97M-V with the def2-TZVPD basis set", "symbols": ["Yb", "C", "C", "N", "C", "C", "C", "C", "C", "C", "C", "C", "C", "N", "C", "H", "H", "H", "H", "H", "H", "H", "H", "I", "C", "C", "C", "C", "C", "C", "C", "O", "O", "H", "H", "H", "H", "N", "C", "N", "C", "N"], "xyz": [[-0.053, 0.175, -1.290], [-1.664, 1.980, 3.209], [-2.039, 2.071, 1.856], [-1.162, 1.961, 0.864], [0.126, 1.527, 1.135], [0.523, 1.191, 2.522], [-0.444, 1.403, 3.546], [1.714, 0.590, 2.828], [2.008, -0.720, 2.254], [2.509, -0.727, 0.882], [3.484, 0.092, 0.285], [3.591, 0.089, -1.090], [2.667, -0.664, -1.854], [1.790, -1.456, -1.234], [1.586, -1.409, 0.096], [-2.260, 2.476, 3.997], [-3.066, 2.265, 1.513], [-0.068, 1.192, 4.597], [2.264, 1.005, 3.626], [2.614, -1.344, 2.921], [4.210, 0.694, 0.878], [4.176, 0.830, -1.642], [2.549, -0.609, -2.934], [-5.428, -3.143, -1.747], [-3.546, -2.555, -0.889], [-2.379, -2.627, -1.713], [-1.130, -2.318, -1.143], [-0.968, -1.913, 0.234], [-2.130, -1.834, 0.997], [-3.403, -2.168, 0.469], [0.377, -1.721, 0.781], [0.674, -1.505, 2.110], [0.915, 1.490, 0.114], [-2.495, -2.865, -2.768], [-0.158, -2.478, -1.638], [-2.026, -1.611, 2.085], [-4.319, -2.112, 1.103], [-0.293, 1.373, -3.317], [0.164, 2.152, -4.123], [0.747, 2.847, -5.024], [0.303, 3.786, -5.843], [0.043, 4.589, -6.652]], "lumo_ev": [-6.696, -6.604], "spin_multiplicity": 2, "e_homo_ev": [-10.53, -10.53], "relative_energy_kj_mol": 644.2, "homo_lumo_gap_ev": [3.83, 3.93], "s2": 0.779, "total_charge": 1}

{"formula": "C15H32BBrCl2NbO3", "method": "ωB97M-V with the def2-TZVPD basis set", "symbols": ["C", "C", "C", "C", "C", "C", "C", "C", "C", "C", "Nb", "Br", "C", "O", "C", "B", "O", "O", "C", "Cl", "C", "C", "Cl", "H", "H", "H", "H", "H", "H", "H", "H", "H", "H", "H", "H", "H", "H", "H", "H", "H", "H", "H", "H", "H", "H", "H", "H", "H", "H", "H", "H", "H", "H", "H", "H"], "xyz": [[-1.546, 5.741, 2.240], [-2.573, 4.671, 2.670], [-2.345, 3.289, 2.016], [-3.630, 2.713, 1.420], [-3.709, 1.169, 1.478], [-3.364, 0.503, 0.161], [-1.927, 0.726, -0.279], [-0.933, 0.049, 0.687], [0.341, -0.452, -0.004], [0.812, -1.825, 0.509], [1.463, -3.281, -1.070], [1.881, -5.002, -3.027], [2.121, -1.621, -2.536], [3.400, -2.012, -3.059], [4.338, -0.989, -3.221], [-0.727, -3.068, -1.871], [-1.728, -3.971, -1.480], [-1.164, -2.051, -2.741], [3.524, -3.685, -0.161], [4.046, -5.386, -0.149], [4.374, -2.821, 0.363], [4.098, -1.368, 0.453], [5.930, -3.283, 1.036], [-0.781, 5.316, 1.608], [-2.025, 6.525, 1.673], [-1.066, 6.174, 3.105], [-3.550, 5.036, 2.391], [-2.530, 4.569, 3.745], [-1.591, 3.414, 1.254], [-1.925, 2.617, 2.751], [-3.702, 3.019, 0.383], [-4.486, 3.102, 1.956], [-4.679, 0.843, 1.831], [-3.007, 0.835, 2.233], [-3.534, -0.569, 0.202], [-4.041, 0.876, -0.607], [-1.763, 0.302, -1.263], [-1.740, 1.795, -0.313], [-0.673, 0.750, 1.471], [-1.465, -0.763, 1.177], [1.115, 0.274, 0.234], [0.197, -0.423, -1.077], [-0.064, -2.306, 0.940], [1.504, -1.752, 1.338], [0.784, -4.679, -0.103], [2.116, -0.616, -2.112], [1.409, -1.604, -3.365], [4.591, -0.824, -4.271], [5.261, -1.264, -2.712], [4.020, -0.032, -2.810], [-2.368, -3.496, -0.919], [-0.873, -2.267, -3.644], [3.564, -0.961, -0.396], [5.047, -0.845, 0.508], [3.573, -1.086, 1.356]], "lumo_ev": 2.105, "e_homo_ev": -4.66, "homo_lumo_gap_ev": 6.77, "total_charge": -1}

{"formula": "C17H14Cl37NO5P", "method": "ωB97M-V with the def2-TZVPD basis set", "symbols": ["C", "C", "O", "C", "O", "C", "C", "C", "N", "C", "C", "O", "O", "P", "O", "Cl", "H", "H", "H", "H", "H", "H", "H", "H", "H", "H", "H", "H", "H", "H", "C", "Cl", "Cl", "Cl", "Cl", "C", "Cl", "Cl", "Cl", "Cl", "C", "Cl", "Cl", "Cl", "Cl", "C", "Cl", "Cl", "Cl", "Cl", "C", "Cl", "Cl", "Cl", "Cl", "C", "Cl", "Cl", "Cl", "Cl", "C", "Cl", "Cl", "Cl", "Cl", "C", "Cl", "Cl", "Cl", "Cl", "C", "Cl", "Cl", "Cl", "Cl"], "xyz": [[-2.818, 1.114, 1.193], [-2.867, 2.530, 1.729], [-2.053, 2.717, 2.880], [-0.863, 3.317, 2.607], [-0.769, 4.289, 1.956], [0.308, 2.643, 3.255], [1.529, 3.526, 3.342], [2.155, 3.819, 1.985], [2.321, 2.559, 1.265], [2.810, 2.761, -0.094], [1.855, 3.635, -0.943], [0.665, 3.341, -0.943], [2.382, 4.560, -1.526], [3.095, 1.056, -0.831], [2.672, 0.048, 0.401], [1.664, 0.741, -2.312], [-3.189, 0.423, 1.941], [-1.823, 0.824, 0.886], [-3.511, 1.070, 0.366], [-2.655, 3.224, 0.927], [-3.888, 2.729, 2.032], [-0.027, 2.436, 4.271], [0.515, 1.679, 2.816], [1.373, 4.447, 3.887], [2.276, 2.969, 3.905], [3.145, 4.250, 2.180], [1.586, 4.553, 1.440], [3.064, 2.076, 1.752], [3.789, 3.239, -0.127], [3.333, -0.646, 0.447], [1.040, 0.211, -6.231], [1.098, 1.232, -7.675], [0.753, -1.468, -6.707], [2.564, 0.328, -5.359], [-0.264, 0.763, -5.175], [2.750, 6.019, -5.022], [2.841, 7.096, -6.438], [2.453, 4.371, -5.564], [4.278, 6.078, -4.142], [1.442, 6.537, -3.976], [-2.912, -3.173, -6.850], [-2.375, -1.540, -6.491], [-4.338, -3.110, -7.906], [-1.620, -4.061, -7.670], [-3.317, -3.992, -5.343], [4.012, -3.383, 2.458], [2.431, -3.033, 1.768], [4.051, -2.843, 4.140], [4.316, -5.123, 2.389], [5.255, -2.532, 1.530], [2.092, -3.459, 7.829], [1.067, -4.052, 6.520], [2.527, -4.802, 8.893], [3.558, -2.750, 7.146], [1.219, -2.233, 8.750], [-2.939, -1.758, -1.456], [-3.783, -3.257, -1.887], [-1.865, -1.274, -2.766], [-4.128, -0.486, -1.166], [-1.989, -2.026, 0.007], [2.948, -3.385, -2.762], [3.504, -1.743, -2.463], [1.546, -3.350, -3.833], [4.243, -4.336, -3.514], [2.490, -4.126, -1.222], [-2.425, -0.860, 9.802], [-2.314, 0.041, 8.291], [-2.738, -2.563, 9.453], [-0.901, -0.715, 10.687], [-3.739, -0.208, 10.787], [-7.780, -5.392, -5.905], [-9.373, -5.020, -6.581], [-7.750, -4.952, -4.194], [-7.463, -7.124, -6.072], [-6.536, -4.478, -6.766]], "lumo_ev": 1.287, "e_homo_ev": -4.79, "homo_lumo_gap_ev": 6.07, "total_charge": -1}

{"formula": "C3H2IN2O3S", "method": "ωB97M-V with the def2-TZVPD basis set", "symbols": ["C", "C", "C", "N", "N", "O", "O", "O", "S", "I", "H", "H"], "xyz": [[0.596, 0.401, 1.500], [-1.679, 0.872, -0.349], [0.559, 0.485, 0.069], [0.512, 0.431, 2.656], [-0.457, 1.172, -0.490], [1.329, -1.284, -1.784], [1.453, -1.963, 0.535], [-0.771, -1.567, -0.526], [0.696, -1.324, -0.517], [2.423, 1.314, -0.505], [-2.471, 1.303, -0.942], [-2.189, 0.160, 0.354]], "lumo_ev": 2.834, "e_homo_ev": -5.67, "relative_energy_kj_mol": 0.0, "homo_lumo_gap_ev": 8.51, "total_charge": -1}

{"formula": "C3H4ClO3S", "method": "ωB97M-V with the def2-TZVPD basis set", "symbols": ["C", "C", "C", "O", "O", "O", "S", "Cl", "H", "H", "H", "H"], "xyz": [[-0.234, 1.998, -0.277], [-0.403, 0.759, -0.817], [0.656, -0.079, -1.211], [-0.513, -1.328, 2.850], [-1.406, -2.320, 0.786], [0.999, -1.456, 0.788], [-0.176, -2.045, 1.597], [2.342, 0.528, -1.215], [-1.089, 2.518, 0.209], [0.768, 2.479, -0.408], [-1.397, 0.103, -0.771], [0.453, -1.157, -1.533]], "lumo_ev": [3.332, 3.164], "e_homo_ev": [-4.03, -3.94], "relative_energy_kj_mol": 270.4, "homo_lumo_gap_ev": [7.37, 7.10], "total_charge": -1}

{"formula": "C10H15MgN3OP", "method": "ωB97M-V with the def2-TZVPD basis set", "symbols": ["C", "C", "C", "C", "C", "Mg", "P", "H", "H", "H", "H", "H", "H", "H", "H", "C", "N", "C", "C", "C", "N", "C", "O", "N", "H", "H", "H", "H", "H", "H", "H"], "xyz": [[-1.315, -1.196, 2.123], [-2.219, -2.070, 1.398], [-3.033, -1.939, 0.262], [-3.228, -1.018, -0.894], [-2.370, -0.164, -1.456], [-1.280, -0.575, 0.152], [0.549, -1.527, 2.334], [-1.761, -0.652, 2.934], [-2.327, -3.062, 1.856], [-3.747, -2.778, 0.175], [-2.409, 0.507, -2.317], [-4.167, -1.204, -1.438], [1.796, -1.933, 1.748], [0.720, -2.231, 3.543], [1.029, -0.296, 2.807], [0.576, 3.599, -0.541], [1.094, 2.253, -0.724], [2.295, 1.984, -1.332], [2.715, 0.687, -1.461], [1.873, -0.342, -0.988], [0.693, -0.067, -0.428], [0.354, 1.246, -0.193], [-0.702, 1.474, 0.469], [2.199, -1.641, -1.078], [0.480, 4.108, -1.498], [1.249, 4.187, 0.073], [-0.399, 3.557, -0.085], [2.860, 2.848, -1.677], [3.649, 0.455, -1.963], [3.160, -1.901, -1.255], [1.662, -2.308, -0.545]], "lumo_ev": [3.123, 3.130], "e_homo_ev": [-0.06, 0.29], "homo_lumo_gap_ev": [3.18, 2.84], "total_charge": -1}

| no. | calculated total energy (hartree) |
| --- | --- |
| 1 | -5037.0131 |
| 2 | -2687.7322 |
| 3 | -4392.6079 |
| 4 | -18455.5681 |
| 5 | -1146.6615 |
| 6 | -1200.7674 |
| 7 | -1170.7721 |